Molecular formula: C24H30N6O2
Method: DFT, wB97M-V/def2-TZVPD

Values from the calculation:
SMILES: CCC[C@H](Nc1nc(-c2ccc(NC(=O)NCC)c(OC)c2)ncc1C)c1cccnc1
Highest occupied orbital energy: -7.48 eV
LUMO energy: 0.56 eV
Calculated total energy: -1411.63195 hartree

Structure (XYZ):
```
62
Properties=species:S:1:pos:R:3:forces:R:3:mulliken_charge:R:1
C -6.254 -2.456 2.274 0.2 0.0 0.0 -1.453
C -4.887 -2.005 1.772 -0.2 0.2 -0.1 -0.113
C -4.931 -0.569 1.256 0.4 -0.1 0.1 -1.205
H -5.269 0.091 2.058 0.0 0.1 0.0 0.487
H -5.652 -0.504 0.436 -0.1 0.1 0.0 0.423
C -3.566 -0.076 0.764 -0.1 -0.1 0.1 -0.271
N -3.662 1.335 0.458 -0.4 0.0 0.0 -0.058
C -2.578 2.059 0.080 0.4 0.5 -0.1 0.224
N -1.397 1.449 0.107 -0.1 -0.2 0.2 -0.337
C -0.318 2.171 -0.193 -0.5 0.5 -0.1 -0.047
N -0.336 3.456 -0.531 0.5 0.0 -0.1 -0.646
C -1.518 4.052 -0.580 -0.4 -0.2 0.1 -0.848
C -2.707 3.419 -0.286 0.1 0.0 -0.1 1.026
C -4.031 4.116 -0.334 0.2 -0.1 0.0 -1.565
H -4.509 4.105 0.646 -0.1 0.0 0.0 0.367
H -3.893 5.151 -0.637 -0.1 0.1 0.0 0.359
H -4.701 3.638 -1.050 -0.1 0.0 0.0 0.349
H -1.502 5.097 -0.871 -0.1 0.1 0.0 0.394
C 0.990 1.517 -0.143 0.6 -0.1 0.0 -0.009
C 2.140 2.293 -0.057 -0.3 -0.2 0.0 -0.986
C 3.385 1.698 0.007 0.1 -0.1 0.0 -0.674
C 3.501 0.316 -0.028 -0.2 0.1 0.0 0.042
C 2.337 -0.476 -0.139 0.2 0.0 0.0 1.457
C 1.095 0.125 -0.181 0.0 0.0 0.0 -0.446
H 0.189 -0.453 -0.254 -0.1 -0.1 0.0 0.403
O 2.563 -1.833 -0.196 0.3 0.6 0.1 -0.506
C 1.448 -2.694 -0.231 -0.2 -0.2 -0.1 -0.765
H 0.843 -2.594 0.674 0.0 0.0 0.0 0.281
H 0.815 -2.516 -1.104 0.1 0.0 0.1 0.326
H 1.859 -3.702 -0.282 -0.1 0.0 0.0 0.290
N 4.719 -0.358 0.018 -0.2 -0.4 -0.1 -0.182
C 5.947 0.139 0.394 -0.1 -0.4 0.0 0.505
O 6.170 1.295 0.679 0.0 0.4 0.0 -0.675
N 6.908 -0.837 0.454 0.1 -0.3 0.0 -0.255
H 6.733 -1.721 0.002 -0.1 0.1 0.0 0.199
C 8.294 -0.487 0.676 0.2 0.1 -0.1 -0.482
C 9.061 -0.264 -0.624 -0.2 0.0 0.3 -1.033
H 8.605 0.546 -1.187 0.0 0.1 -0.1 0.287
H 9.055 -1.165 -1.236 0.0 -0.1 -0.1 0.288
H 10.092 0.000 -0.406 0.2 0.0 0.0 0.355
H 8.286 0.434 1.263 0.1 -0.2 0.0 0.319
H 8.761 -1.283 1.263 0.0 0.1 0.0 0.314
H 4.617 -1.359 -0.075 0.1 0.1 0.1 0.364
H 4.278 2.292 0.097 0.0 0.0 0.0 0.498
H 2.042 3.366 -0.034 0.0 0.1 0.0 0.445
H -4.573 1.711 0.257 0.0 0.0 0.1 0.412
C -3.095 -0.869 -0.431 0.1 -0.1 -0.2 0.174
C -3.596 -0.635 -1.706 0.1 -0.2 0.1 -0.085
C -3.127 -1.391 -2.767 0.0 0.0 0.1 -0.709
C -2.169 -2.359 -2.512 -0.1 0.0 -0.3 -0.378
N -1.685 -2.594 -1.304 0.3 -0.4 0.1 -0.578
C -2.137 -1.868 -0.299 -0.3 0.2 0.1 -0.092
H -1.714 -2.094 0.672 0.0 0.1 0.2 0.462
H -1.765 -2.974 -3.306 0.0 0.0 -0.1 0.381
H -3.495 -1.231 -3.769 0.0 0.0 -0.1 0.429
H -4.337 0.135 -1.871 0.0 0.1 0.0 0.423
H -2.821 -0.188 1.561 -0.1 -0.1 -0.1 0.503
H -4.162 -2.073 2.585 0.1 0.0 0.0 0.309
H -4.554 -2.669 0.972 0.1 0.0 0.0 0.210
H -6.207 -3.480 2.637 -0.1 -0.1 0.1 0.411
H -6.989 -2.411 1.474 -0.1 0.0 -0.1 0.332
H -6.592 -1.819 3.087 -0.1 0.0 0.1 0.349
```
Positions in Å, forces in eV/Å.

Molecular formula: C24H31AlFN4O7
Method: DFT, wB97M-V/def2-TZVPD

Values from the calculation:
Highest occupied orbital energy: -4.77 eV
Charge: -1
LUMO energy: 0.93 eV
Calculated total energy: -2020.83360 hartree

Structure (XYZ):
```
68
Properties=species:S:1:pos:R:3:forces:R:3:mulliken_charge:R:1
C 2.028 -2.190 -1.488 0.1 0.8 -0.5 -1.007
C 1.485 -0.649 -1.214 1.1 -0.7 -0.8 0.556
F 1.076 -0.536 0.207 0.8 0.0 -1.2 -0.420
Al -0.096 -0.220 -2.512 0.1 1.8 0.0 0.281
O 0.330 1.203 -3.702 -0.9 -1.9 -1.2 -0.651
C -1.710 0.402 -1.411 -1.2 0.6 0.7 -0.662
C -3.167 -0.134 -1.940 -1.1 0.1 1.0 -0.521
C -3.576 -1.642 -1.346 0.1 0.1 -0.6 -0.176
C -3.104 -2.726 -2.485 0.6 0.3 0.6 -0.487
N -3.502 -4.171 -2.172 1.7 0.1 -0.1 -0.597
H 3.173 -2.076 -1.794 -2.4 -0.8 0.7 0.214
H 1.401 -2.606 -2.396 1.4 0.7 1.7 0.253
H 1.858 -2.916 -0.584 0.5 1.6 -1.6 0.232
H 2.387 0.096 -1.439 -1.6 -1.5 1.1 -0.111
H -0.336 -1.515 -3.390 -0.1 -0.4 -0.3 -0.313
H 0.031 0.923 -4.632 0.8 0.7 2.2 0.207
H -1.574 0.110 -0.268 -0.5 0.6 -2.2 0.246
H -1.741 1.590 -1.458 0.1 -2.3 0.1 0.267
H -4.036 0.588 -1.556 1.8 -1.4 -0.8 0.279
H -3.285 -0.150 -3.119 0.5 0.0 2.3 0.232
H -3.059 -1.854 -0.293 -0.9 0.5 -2.4 0.138
H -4.747 -1.692 -1.135 2.4 0.0 -0.7 0.135
H -1.923 -2.719 -2.502 -2.5 0.6 -0.4 0.130
H -3.570 -2.457 -3.530 1.0 -0.3 2.1 0.241
H -3.138 -4.726 -3.000 -0.6 0.7 1.3 0.280
H -2.844 -4.450 -1.384 -1.2 0.3 -1.2 0.236
C 2.560 3.262 0.071 -0.2 0.0 0.1 -0.584
C 2.951 4.563 0.389 -0.3 0.0 0.5 -0.369
C 2.725 5.069 1.670 0.0 0.0 -0.1 -0.395
C 2.106 4.258 2.632 0.1 -0.4 -0.8 0.029
C 1.705 2.953 2.313 0.1 0.1 0.0 -0.566
C 1.934 2.460 1.027 0.1 0.3 0.0 -0.123
N 1.889 4.775 3.988 -0.2 0.2 0.9 0.976
O 2.241 5.940 4.225 -0.5 -1.5 -0.2 -0.612
O 1.369 4.016 4.819 0.7 1.2 -1.0 -0.596
H 2.743 2.870 -0.928 -0.1 0.1 0.2 0.613
H 3.437 5.183 -0.362 -0.2 -0.1 0.2 0.446
H 3.036 6.085 1.902 -0.2 -0.3 0.1 0.442
H 1.219 2.315 3.048 0.1 0.3 -0.1 0.463
H 1.629 1.448 0.771 0.0 0.2 0.1 0.295
C 8.662 2.903 2.412 -0.1 0.0 -0.1 -0.345
C 8.474 1.691 1.747 -0.2 0.3 -0.1 -0.436
C 7.513 1.587 0.739 0.0 0.1 0.0 -0.343
C 6.747 2.711 0.400 0.7 0.1 0.8 0.043
C 6.928 3.927 1.072 0.0 -0.1 0.0 -0.138
C 7.890 4.018 2.080 0.0 -0.4 -0.2 -0.580
N 5.753 2.616 -0.676 -0.9 -0.3 -1.2 1.037
O 5.609 1.517 -1.233 0.2 1.7 0.9 -0.602
O 5.119 3.639 -0.969 1.4 -1.5 0.2 -0.569
H 9.416 2.980 3.194 -0.2 0.0 -0.1 0.358
H 9.078 0.826 2.012 -0.2 0.2 -0.1 0.358
H 7.379 0.635 0.230 -0.1 0.3 0.0 0.441
H 6.337 4.806 0.822 0.0 -0.4 -0.1 0.412
H 8.041 4.958 2.605 -0.1 -0.2 -0.1 0.360
C -8.832 -4.580 -0.396 0.2 0.0 0.1 -0.380
C -7.578 -4.306 -0.944 -0.1 0.0 0.4 -0.555
C -6.488 -4.058 -0.108 0.1 0.0 0.2 0.048
C -6.665 -4.092 1.282 -0.9 -0.2 -0.7 -0.161
C -7.925 -4.359 1.835 0.0 0.0 0.0 -0.346
C -9.008 -4.602 0.988 0.4 0.1 -0.1 -0.424
N -5.517 -3.857 2.167 1.3 0.3 0.6 0.940
O -4.424 -3.605 1.639 -1.8 -0.4 0.9 -0.545
O -5.707 -3.928 3.389 0.2 0.1 -1.6 -0.601
H -9.678 -4.778 -1.052 0.2 0.0 0.1 0.356
H -7.450 -4.289 -2.024 0.1 0.0 0.3 0.417
H -5.517 -3.846 -0.551 -0.1 -0.1 0.2 0.485
H -8.077 -4.383 2.912 0.3 0.0 -0.3 0.413
H -9.989 -4.813 1.408 0.2 0.1 0.0 0.355
```
Positions in Å, forces in eV/Å.

- Number 1 is which compound?
  C24H30N6O2

- Look up the LUMO energy of the second one.
  0.93 eV